C18H23N3O3 | ωB97M-V/def2-TZVPD

Positions of all 47 atoms, in Å:
C  -9.557  -1.156  0.118
C  6.331  1.394  0.021
C  0.000  -0.479  0.130
H  2.116  -1.722  -0.992
O  -1.423  1.509  0.137
N  4.438  -0.151  -0.299
H  -9.312  -1.733  1.015
H  -7.130  -1.960  0.149
C  7.863  -0.366  0.498
C  6.479  -0.904  0.872
H  6.623  2.082  0.814
H  0.310  -0.220  -1.988
H  6.217  -1.751  0.235
C  -4.801  0.488  0.152
C  3.128  -0.152  0.029
C  -1.326  0.173  0.147
H  5.773  1.956  -0.727
C  2.218  -0.638  -1.094
H  8.523  -1.149  0.125
H  -0.155  -1.557  0.082
C  -5.644  1.602  0.144
H  -10.626  -0.948  0.104
H  8.334  0.092  1.368
N  -2.487  -0.403  0.154
H  4.726  -0.445  -1.218
H  -9.291  -1.735  -0.772
H  2.689  -0.431  -2.057
H  4.972  0.562  1.524
O  2.728  0.187  1.123
H  8.403  1.395  -0.686
C  -5.356  -0.786  0.155
H  -5.205  2.587  0.143
N  -2.751  1.808  0.140
H  -7.676  2.280  0.129
H  7.344  0.244  -1.509
H  6.440  -1.243  1.905
C  -6.728  -0.959  0.147
C  -7.008  1.434  0.136
O  -8.925  0.102  0.124
C  -7.567  0.151  0.136
H  0.945  1.095  -0.988
C  7.571  0.707  -0.546
H  -4.699  -1.641  0.164
C  5.488  0.251  0.613
C  0.834  0.011  -1.058
C  -3.364  0.652  0.153
H  0.538  -0.233  1.049

2S+1: 1
SMILES string: COc1ccc(-c2noc(CCCC(=O)NC3CCCC3)n2)cc1
LUMO level: 0.65 eV
charge: 0

C18H23N3O4S2 | ωB97M-V/def2-TZVPD

Positions of all 50 atoms, in Å:
H  0.844  -3.798  0.979
C  -2.145  -2.552  1.758
C  -1.819  3.909  1.250
O  -2.840  0.869  -1.394
H  -1.667  -4.632  1.547
C  0.409  -3.111  0.252
H  -0.796  -4.607  -0.719
O  -1.424  -0.393  0.998
C  3.294  -1.547  -0.187
H  -3.069  -2.645  2.331
H  -2.499  1.842  1.284
H  5.628  2.669  0.637
H  0.256  -2.154  0.750
C  -0.672  1.029  -2.371
H  -3.259  -0.469  -0.468
H  0.875  -2.954  -1.873
H  -0.020  2.908  1.890
C  3.058  0.887  -0.513
C  3.724  2.115  -0.271
H  -3.387  2.847  0.120
H  -2.923  -4.066  0.441
N  2.029  -1.589  -0.818
H  0.215  1.653  -2.363
O  3.838  -2.567  0.179
H  -1.342  -2.951  -0.973
C  -1.964  -3.809  0.894
O  -3.271  -1.276  0.115
C  4.920  1.921  0.340
S  5.286  0.266  0.647
C  3.787  -0.207  -0.067
C  -2.412  2.677  0.581
C  -2.231  -1.293  0.922
N  -1.436  2.325  -0.442
N  1.850  0.741  -1.114
H  -1.134  1.003  -3.359
C  -0.939  -3.641  -0.230
H  0.285  4.538  1.263
S  -0.139  -0.687  -2.057
H  -0.093  3.826  -1.011
C  -0.185  3.037  -0.254
H  0.667  2.361  -0.332
C  1.393  -0.464  -1.236
H  2.196  -3.628  -0.889
C  -0.320  3.642  1.142
C  -1.733  1.404  -1.351
H  -1.313  -2.439  2.454
H  -2.156  4.020  2.278
C  1.391  -2.891  -0.912
H  3.324  3.074  -0.543
H  -2.083  4.809  0.694

2S+1: 1
SMILES string: O=C(O)CCCCCn1c(SCC(=O)N2CCCC2)nc2ccsc2c1=O
LUMO level: 0.47 eV
charge: 0

C18H23N5O3 | ωB97M-V/def2-TZVPD

Positions of all 49 atoms, in Å:
H  3.005  -2.938  -1.254
C  -3.104  4.293  -3.045
C  0.663  -1.225  0.408
O  0.739  2.762  0.232
C  -0.282  -3.262  -1.695
H  -3.823  5.081  -3.194
H  2.928  -0.773  5.219
C  -0.835  3.632  -2.435
C  -1.044  2.887  2.396
C  -1.820  4.640  -2.598
N  0.785  -0.237  -0.518
H  -1.582  5.683  -2.465
H  -0.893  3.919  2.103
H  1.621  -0.140  -1.062
H  -1.983  2.799  2.976
H  -0.707  -2.410  -2.229
C  -0.269  0.747  -0.742
H  -0.427  0.382  -2.871
H  0.809  1.445  -2.422
O  -0.289  -1.372  1.152
C  -0.143  1.897  0.285
H  -0.217  2.599  3.043
C  1.216  -3.224  -1.873
C  -1.166  2.303  -2.586
H  -0.568  -3.263  -0.673
N  2.049  -2.797  -0.927
H  -0.655  -4.188  -2.163
H  0.886  -3.927  1.410
N  1.581  -2.390  5.075
H  -1.193  0.231  -0.629
C  1.133  -3.156  4.008
O  1.684  -3.667  -2.921
C  1.790  -3.302  1.528
H  1.323  -2.423  6.047
H  2.696  -3.907  1.457
C  -3.414  2.951  -3.273
H  2.712  -1.589  0.628
C  1.827  -2.227  0.410
H  -4.436  2.743  -3.614
H  -1.733  1.193  1.295
C  2.455  -1.499  4.585
C  -0.188  1.210  -2.205
H  0.464  -4.021  3.977
C  1.777  -2.639  2.897
C  -2.452  1.951  -3.024
N  -1.056  1.948  1.268
N  2.644  -1.595  3.264
H  0.153  3.977  -2.060
H  -2.660  0.897  -3.184

2S+1: 1
SMILES string: CNC(=O)[C@@H](Cc1ccccc1)NC(=O)[C@@H](Cc1c[nH]cn1)NC(C)=O
LUMO level: 0.63 eV
charge: 0

Result set for energy relative to the best compared isomer or geometry (same formula, charge and spin): 295.55 4.29 109.63 kJ/mol, one per record in the order listed.
Result set for highest occupied orbital energy: -8.23 -8.39 -8.74 eV, one per record in the order listed.